1.
# C28H25CdClOSi

A molecular structure, C28H25CdClOSi at a distorted geometry (the ωB97M-V functional and the def2-TZVPD basis, the OMol25 dataset).

Computed properties:
HOMO level, eV: -0.744
ΔE to the lowest compared entry with this formula, charge and spin, eV: 0.189
F_max, hartree/bohr: 0.037
E_tot, Eh: -2074.6686
M, g/mol: 553.46
Total charge: -2
LUMO level, eV: 4.19

Each line ends with the Mulliken charge.
Element x y z (Å)
C: 0.88701 -2.20765 0.79073  -0.52
C: 0.97155 -2.10549 -0.62465  -0.60
C: -0.35334 -2.03514 -1.14081  -0.69
H: 1.89118 -2.10262 -1.21149  0.41
C: -1.25832 -2.08221 -0.03717  -1.01
C: -0.48995 -2.22900 1.15583  -0.04
H: -0.88393 -2.36812 2.16597  0.58
H: 1.73105 -2.23741 1.47438  0.35
H: -0.62775 -2.00235 -2.19554  0.43
H: -2.34504 -2.05531 -0.09391  0.39
Cd: -0.30528 0.70528 0.14556  1.30
Cl: 1.70526 1.39380 1.22815  -0.70
C: 0.10431 2.88594 -4.57494  -0.57
C: -1.12779 2.24527 -4.91981  -0.56
C: -0.81646 1.01048 -5.57224  -0.52
H: -2.12473 2.63458 -4.73642  0.35
C: 0.60781 0.88867 -5.63180  -0.53
C: 1.17692 2.04776 -5.01583  -0.52
H: 2.23748 2.25913 -4.91604  0.35
H: 0.20857 3.84852 -4.08347  0.36
H: -1.53337 0.29718 -5.96874  0.35
H: 1.15968 0.06760 -6.08060  0.34
O: -1.82178 0.51566 1.62332  -0.99
Si: -1.92409 0.66587 3.21008  -0.08
C: -3.70880 0.36404 3.57322  0.41
C: -4.15179 -0.92873 3.88365  0.03
C: -5.47416 -1.13061 4.29270  -0.57
C: -6.37240 -0.06082 4.30283  -0.52
C: -5.95426 1.19380 3.85358  -0.55
C: -4.62518 1.40855 3.46926  -0.30
C: -1.05358 -0.48390 4.41160  -0.08
C: 0.22967 -1.00579 4.19933  0.17
C: 0.82939 -1.79087 5.19422  -0.74
C: 0.19322 -1.94744 6.43276  -0.47
C: -1.04610 -1.35065 6.68412  -0.74
C: -1.66293 -0.61496 5.66900  0.05
C: -1.24418 2.32668 3.78558  0.41
C: -0.21131 2.37515 4.73161  -0.12
C: 0.25036 3.60355 5.21461  -0.70
C: -0.31277 4.78269 4.72041  -0.33
C: -1.32285 4.74709 3.74784  -0.73
C: -1.76995 3.51455 3.25860  -0.18
H: -3.45603 -1.77280 3.88144  0.44
H: -5.79393 -2.12283 4.60299  0.37
H: -7.40589 -0.22025 4.60472  0.34
H: -6.66255 2.01538 3.79378  0.36
H: -4.30507 2.39691 3.13809  0.07
H: 0.77390 -0.76448 3.27962  0.43
H: 1.79826 -2.25850 5.00752  0.41
H: 0.66956 -2.52646 7.22066  0.34
H: -1.54444 -1.43662 7.65271  0.37
H: -2.61894 -0.12332 5.87387  0.38
H: 0.23985 1.45862 5.11902  0.16
H: 1.03599 3.61736 5.97376  0.36
H: 0.03886 5.73726 5.09963  0.35
H: -1.76357 5.67087 3.36937  0.35
H: -2.53572 3.47678 2.47756  0.38

2.
# C56H104BO45

14 unconnected molecules or ions with the total composition C56H104BO45 at a distorted geometry (the ωB97M-V functional and the def2-TZVPD basis, the OMol25 dataset).

Computed properties:
HOMO level, eV: -8.046
ΔE to the lowest compared entry with this formula, charge and spin, eV: 0.000
F_max, hartree/bohr: 0.056
E_tot, Eh: -5607.3083
M, g/mol: 1508.22
Total charge: -1
LUMO level, eV: 2.09

Each line ends with the Mulliken charge.
Element x y z (Å)
O: 22.33337 27.71789 -10.84701  0.08
C: 22.14955 27.96144 -12.00881  -0.01
O: 22.86667 27.56105 -13.01010  0.19
B: 22.30267 27.98836 -14.30113  -0.17
O: 21.07180 28.71530 -13.90703  0.44
C: 20.91424 28.71783 -12.59110  0.15
O: 20.00549 29.20345 -11.99425  -0.43
O: 21.97616 26.87456 -15.21262  0.13
C: 22.62450 27.02504 -16.36214  0.40
O: 22.66444 26.26731 -17.29053  -0.11
C: 23.33654 28.38546 -16.31274  -0.35
O: 23.16419 28.88956 -15.09760  -0.15
O: 24.00326 28.82253 -17.19740  -0.59
C: 19.60724 25.89561 -9.82128  -0.33
C: 19.88252 25.39788 -8.41361  -0.74
O: 21.22932 25.65862 -7.98332  -0.23
C: 21.46524 26.85227 -7.46016  0.76
O: 20.66715 27.73255 -7.29162  -0.65
O: 22.78508 26.93086 -7.28375  -0.11
C: 23.27041 28.25000 -7.04253  -0.06
H: 20.15238 25.29843 -10.55262  0.17
H: 19.99767 26.90828 -9.93077  -0.20
H: 18.52966 25.79564 -9.94166  0.46
H: 19.75629 24.31571 -8.40768  0.37
H: 19.16053 25.79766 -7.70317  0.40
H: 24.32332 28.48770 -7.16828  0.14
H: 23.01603 28.55946 -6.02583  0.40
H: 22.72427 28.90294 -7.72286  -0.43
C: 31.26632 23.99372 -18.90214  -1.21
C: 31.06787 25.43592 -18.38659  -0.27
O: 29.66838 25.58435 -18.19423  -0.20
C: 29.23526 26.72582 -17.69154  0.53
O: 29.92119 27.65020 -17.33242  -0.61
O: 27.91051 26.70400 -17.71464  0.06
C: 27.12639 27.82260 -17.28146  -0.59
H: 31.08781 23.99704 -19.97813  0.30
H: 30.65866 23.25259 -18.39112  0.30
H: 32.30984 23.71349 -18.74455  0.39
H: 31.53337 26.16932 -19.03858  0.33
H: 31.54746 25.40893 -17.40527  0.27
H: 26.11684 27.44206 -17.40441  -0.33
H: 27.23592 28.74188 -17.85662  0.34
H: 27.41486 28.01295 -16.24859  0.58
C: 18.48582 28.29401 -16.71448  -0.45
C: 18.09292 27.55014 -15.43897  0.16
O: 16.70114 27.71823 -15.18432  -0.36
C: 15.89726 26.68718 -15.41776  0.75
O: 16.23463 25.54471 -15.55921  -0.57
O: 14.65122 27.12554 -15.36642  -0.36
C: 13.62634 26.18112 -15.62684  -0.67
H: 17.92027 27.80244 -17.50825  0.43
H: 19.57401 28.26168 -16.75158  -0.41
H: 18.16140 29.33538 -16.72966  0.38
H: 18.66565 27.99648 -14.62658  -0.17
H: 18.38070 26.50952 -15.58301  0.34
H: 12.66199 26.65823 -15.52863  0.23
H: 13.73782 25.27242 -15.02652  0.29
H: 13.83171 25.72846 -16.60368  0.30
C: 20.22076 30.49323 -18.82203  -1.32
C: 21.44462 30.45550 -17.91761  1.48
O: 21.77030 31.77325 -17.47047  -0.49
C: 21.29958 32.29730 -16.34324  0.60
O: 21.57804 33.39925 -15.98839  -0.58
O: 20.41550 31.47026 -15.76978  -0.17
C: 20.00227 31.71922 -14.44936  -0.37
H: 19.31934 30.85734 -18.31909  0.34
H: 20.00602 29.53375 -19.28793  0.05
H: 20.34306 31.27958 -19.57183  0.47
H: 22.25701 30.13794 -18.56908  0.36
H: 21.36090 29.80229 -17.05278  -0.90
H: 20.81098 31.81808 -13.72544  -0.05
H: 19.32141 30.94598 -14.09647  0.05
H: 19.40854 32.63970 -14.42190  0.53
C: 26.38171 22.95649 -17.86771  -1.62
C: 25.64015 24.31619 -17.87550  0.37
O: 25.48388 24.87872 -16.56794  0.32
C: 24.70129 24.22923 -15.72483  0.22
O: 24.17770 23.16066 -15.92772  -0.67
O: 24.60780 24.93959 -14.60729  -0.01
C: 23.93739 24.32652 -13.52387  0.20
H: 25.83062 22.17843 -17.34812  0.35
H: 27.30309 23.11870 -17.30657  0.31
H: 26.52239 22.71443 -18.91980  0.47
H: 24.68277 24.20133 -18.38333  0.03
H: 26.26405 24.99462 -18.45030  0.18
H: 22.94971 23.94639 -13.76809  0.11
H: 23.83450 25.00381 -12.68176  -0.80
H: 24.59220 23.52614 -13.16774  0.47
C: 20.64936 31.85191 -9.27398  -1.06
C: 21.68219 30.97899 -8.57862  0.77
O: 22.43209 31.74678 -7.62949  -0.47
C: 23.19106 32.79650 -8.00706  0.85
O: 23.29899 33.17064 -9.14388  -0.58
O: 23.68695 33.31092 -6.90128  -0.38
C: 24.57533 34.40384 -7.05411  -0.53
H: 20.02733 31.32651 -9.99888  -0.20
H: 21.13973 32.61816 -9.87688  0.36
H: 19.98006 32.36730 -8.58526  0.49
H: 22.34994 30.40417 -9.21761  -0.42
H: 21.11179 30.26981 -7.97815  0.56
H: 25.07803 34.67441 -6.12882  0.26
H: 24.11592 35.32037 -7.42401  0.29
H: 25.35596 34.10230 -7.75544  0.15
C: 26.01167 26.87355 -12.21328  -1.05
C: 25.76835 27.63175 -10.91417  0.77
O: 26.45334 28.89071 -11.06822  -0.34
C: 26.16938 29.83226 -10.18429  0.77
O: 25.30594 29.75983 -9.34985  -0.44
O: 26.92084 30.89996 -10.42251  -0.38
C: 26.58522 32.07843 -9.72502  -0.83
H: 25.86896 25.80881 -12.03937  0.26
H: 27.06810 26.97868 -12.47195  0.52
H: 25.43784 27.26190 -13.05059  -0.17
H: 26.28551 27.14518 -10.08260  0.46
H: 24.71061 27.71183 -10.66797  -0.48
H: 27.37911 32.80301 -9.89152  0.33
H: 26.51044 31.93786 -8.64396  0.34
H: 25.63937 32.53506 -10.02229  0.26
C: 17.74949 27.41954 -23.41250  -1.09
C: 19.16438 27.99105 -23.16564  -0.21
O: 19.93188 27.21518 -22.30939  -0.38
C: 19.71931 27.21808 -20.99314  0.67
O: 18.90831 27.86200 -20.39098  -0.60
O: 20.60270 26.37849 -20.46918  -0.31
C: 20.38843 25.96006 -19.11545  -0.49
H: 17.11668 28.02385 -24.05666  0.36
H: 17.33981 27.37374 -22.39881  0.26
H: 17.71241 26.37828 -23.73946  0.31
H: 18.96182 28.98254 -22.74364  0.27
H: 19.66463 28.18544 -24.11368  0.38
H: 20.98212 25.08127 -18.88255  0.27
H: 19.38621 25.62063 -18.84126  0.45
H: 20.62811 26.81605 -18.49406  0.00
C: 17.92557 19.53312 -18.08906  -1.20
C: 17.69574 21.03802 -18.07078  -0.14
O: 18.29178 21.62692 -16.92925  -0.35
C: 19.37216 22.36077 -17.09912  0.82
O: 20.02209 22.44973 -18.11963  -0.61
O: 19.69775 22.95315 -15.97096  -0.41
C: 20.90175 23.67885 -15.89355  -0.26
H: 17.78438 19.06254 -17.11636  0.29
H: 18.88614 19.25172 -18.52334  0.31
H: 17.21913 19.04873 -18.77023  0.38
H: 16.62023 21.20002 -18.07823  0.36
H: 18.16414 21.40875 -18.98135  0.25
H: 21.76595 23.23662 -16.38475  0.49
H: 21.21615 23.73046 -14.84967  0.10
H: 20.77240 24.72853 -16.15781  -0.12
C: 26.30292 30.55876 -15.30364  -0.23
C: 26.32034 31.56745 -14.17232  -0.90
O: 25.21637 31.42910 -13.30100  -0.38
C: 24.09649 32.06463 -13.70770  0.47
O: 23.99933 32.83566 -14.59999  -0.64
O: 23.08055 31.72406 -12.91879  -0.59
C: 23.28170 31.06573 -11.66981  2.07
H: 25.35061 30.66479 -15.82844  -0.02
H: 26.38161 29.54246 -14.91235  -0.10
H: 27.08450 30.70634 -16.04841  0.56
H: 26.35926 32.53123 -14.68400  0.41
H: 27.26414 31.45312 -13.63929  0.39
H: 23.95935 31.68098 -11.08152  -0.19
H: 23.62986 30.03769 -11.76733  -0.21
H: 22.29872 31.06550 -11.20950  -0.91
C: 28.73757 28.49792 -21.00184  -0.78
C: 27.60499 29.46990 -21.26362  -0.47
O: 26.35896 29.08862 -20.66932  -0.31
C: 25.63223 28.08861 -21.13382  0.55
O: 25.74073 27.56611 -22.21585  -0.62
O: 24.80295 27.69848 -20.18280  0.11
C: 23.95044 26.55496 -20.41653  -0.12
H: 29.59583 28.75084 -21.62146  0.46
H: 28.45334 27.49402 -21.32954  0.29
H: 28.91888 28.42700 -19.93055  0.03
H: 27.51495 29.71148 -22.32451  0.38
H: 27.73492 30.43532 -20.77498  0.33
H: 24.66564 25.73929 -20.30631  0.21
H: 23.39677 26.60083 -21.34787  0.41
H: 23.28233 26.47176 -19.56483  -0.35
O: 23.94164 23.66716 -7.71095  -0.66
C: 24.45791 24.40895 -8.49874  0.30
O: 25.68310 24.94563 -8.28110  -0.29
C: 26.33984 24.69237 -7.04704  -0.34
C: 26.02834 25.82824 -6.09947  -0.86
C: 23.83222 24.82112 -9.79193  0.35
H: 27.40485 24.69855 -7.28626  0.33
H: 26.16948 23.74211 -6.53887  0.34
H: 26.11888 26.78827 -6.61491  0.08
H: 26.69187 25.83561 -5.23397  0.46
H: 24.98111 25.84578 -5.79016  0.20
H: 22.94550 24.20366 -9.92666  0.42
H: 24.53114 24.80012 -10.61901  0.31
H: 23.37178 25.80475 -9.65608  -0.64
O: 16.18445 31.77875 -10.63318  -0.64
C: 16.26718 30.70404 -10.08276  0.46
O: 15.36382 30.22638 -9.23040  -0.32
C: 14.34018 31.11399 -8.75199  -0.28
C: 14.58950 31.42434 -7.29312  -1.02
C: 17.44925 29.77500 -10.20721  -0.22
H: 13.37194 30.63287 -8.87095  0.32
H: 14.33124 32.03431 -9.33141  0.30
H: 14.04878 30.71346 -6.66256  0.28
H: 14.21031 32.38531 -6.93625  0.31
H: 15.63833 31.42855 -6.99814  0.31
H: 17.31417 29.00894 -10.97130  0.28
H: 17.61743 29.32804 -9.23208  0.29
H: 18.23002 30.40357 -10.62482  -0.07

3.
# C36H39N7O4S2Ti

A molecular structure, C36H39N7O4S2Ti at a distorted geometry (the ωB97M-V functional and the def2-TZVPD basis, the OMol25 dataset).

Computed properties:
HOMO level (alpha / beta), eV: -5.389 / -7.082
ΔE to the lowest compared entry with this formula, charge and spin, eV: 2.304
F_max, hartree/bohr: 0.050
E_tot, Eh: -3725.3481
M, g/mol: 745.75
Spin multiplicity: 3
⟨S²⟩: 2.044
LUMO level (alpha / beta), eV: -0.38 / -0.50

Each line ends with the Mulliken charge.
Element x y z (Å)
Ti: -1.08210 -0.49737 -1.48722  -0.93
C: -1.30960 0.46503 2.68488  -0.93
C: -0.92890 0.47263 1.35848  -0.39
N: -1.37650 -0.42347 0.45828  1.67
C: -2.27480 -1.35617 0.90818  -0.06
C: -2.69420 -1.44357 2.26098  1.30
C: -2.19010 -0.50327 3.16718  -1.55
C: -3.61340 -2.47017 2.61268  -1.05
C: -4.08320 -3.35897 1.69278  -0.99
C: -3.69930 -3.28237 0.33058  0.77
C: -4.12680 -4.17357 -0.66292  -0.73
C: -3.69840 -3.97777 -1.96522  -1.04
C: -2.89600 -2.88197 -2.27342  -0.17
N: -2.44170 -2.03367 -1.35192  0.88
C: -2.80660 -2.24137 -0.05322  -0.17
H: -0.92010 1.21833 3.34978  0.51
H: -0.25130 1.22883 0.97938  0.41
H: -2.49120 -0.51727 4.20478  0.41
H: -3.91720 -2.53977 3.64698  0.43
H: -4.75790 -4.14847 1.98998  0.42
H: -4.77570 -4.99697 -0.40402  0.48
H: -3.99210 -4.65987 -2.74692  0.43
H: -2.58690 -2.70147 -3.29712  0.48
O: 1.42880 2.37023 -0.42342  -0.98
S: 0.97740 1.52753 -1.50942  2.27
O: 1.34160 0.13203 -1.41992  -1.00
N: -0.61090 1.42203 -1.60682  0.61
C: -1.48340 2.45703 -1.56442  0.65
C: -1.15930 3.80593 -1.59642  -0.76
C: -2.17290 4.76123 -1.54392  -0.83
C: -3.49730 4.40153 -1.45642  -0.95
C: -3.86590 3.04353 -1.42962  0.80
C: -5.19810 2.58273 -1.35902  -0.74
C: -5.43250 1.22933 -1.38422  -1.12
C: -4.36090 0.33203 -1.46662  0.06
N: -3.09420 0.71883 -1.50822  0.40
C: -2.85010 2.05473 -1.49602  -0.24
C: 1.54610 2.25153 -3.03722  -0.05
C: 2.43610 3.30623 -2.98362  -0.03
C: 2.79220 3.95023 -4.15592  -0.84
C: 2.25400 3.52823 -5.36102  -0.44
C: 1.35620 2.47173 -5.39932  -0.87
C: 0.99340 1.82413 -4.22972  -0.64
H: -0.12220 4.10123 -1.65722  0.50
H: -1.90370 5.80663 -1.57842  0.42
H: -4.27030 5.15293 -1.40262  0.41
H: -6.00740 3.29743 -1.29862  0.45
H: -6.43990 0.84463 -1.34732  0.44
H: -4.55810 -0.73487 -1.49482  0.35
H: 2.82850 3.60663 -2.02492  0.47
H: 3.47330 4.78733 -4.12852  0.42
H: 2.53840 4.02603 -6.27702  0.39
H: 0.93130 2.16263 -6.34082  0.44
H: 0.29580 0.99713 -4.22682  0.51
C: 2.20980 -4.86607 2.26568  -0.93
C: 2.53390 -4.23097 3.61248  -0.65
C: 2.64380 -2.70717 3.56958  -0.52
C: 1.36390 -1.98787 3.11428  -0.94
N: 1.24000 -1.87387 1.66698  0.55
C: 2.25590 -1.38937 0.87338  -0.47
S: 2.81810 -2.33317 -0.37012  -0.42
N: 2.86910 -0.21767 1.09378  0.61
C: 2.57180 0.88903 1.97448  0.78
C: 3.82350 1.30233 2.76488  -1.20
C: 4.70940 2.31793 2.03588  -0.45
C: 5.20130 1.85343 0.66838  -0.79
H: 2.39670 -5.93627 2.29848  0.41
H: 2.82210 -4.43727 1.47728  0.19
H: 1.16220 -4.73307 2.00448  0.20
H: 3.48800 -4.62477 3.97048  0.40
H: 1.76740 -4.52177 4.33438  0.28
H: 3.45390 -2.42437 2.89398  0.17
H: 2.90570 -2.35217 4.56818  0.39
H: 1.34280 -0.99067 3.55718  0.25
H: 0.47770 -2.51857 3.47118  0.67
H: 0.92330 -2.74287 1.24778  0.09
H: 3.50140 0.01263 0.34088  0.03
H: 1.76890 0.60723 2.65248  -0.44
H: 2.22460 1.74123 1.38238  0.04
H: 4.40610 0.40783 2.99868  0.32
H: 3.50420 1.75043 3.70958  0.34
H: 5.57350 2.53093 2.67218  0.45
H: 4.14690 3.24573 1.90968  0.25
H: 5.62110 0.85203 0.72588  0.32
H: 5.97950 2.51913 0.30098  0.41
H: 4.39150 1.86173 -0.05782  -0.08
O: -0.05530 -1.96477 -1.92552  -0.12
N: -0.26070 -1.75097 -3.18202  -0.31
O: -1.03430 -0.68347 -3.31502  -0.15